1.
87
Properties=species:S:1:pos:R:3:mulliken_spin:R:1 method="wB97M-V/def2-TZVPD" s2=3.80 total_charge=+3 gap_ev="6.288 / 5.349" total_energy_ev=-66547.2482 multiplicity=4 de_lowest_ev=0.813
Tc 1.11001 -0.55046 -0.54266 3.033
S -0.13727 -4.07813 -3.09157 0.050
O -0.72166 1.12586 -1.37933 0.002
N 1.63138 5.37782 6.08155 0.014
N 1.19820 -3.26824 3.48465 0.023
N 2.13520 1.10025 -1.55180 -0.074
N 0.97627 -1.82007 1.13853 -0.107
N 1.81607 0.61847 0.93342 -0.067
N 3.44203 3.32281 -2.53638 0.007
N 0.04761 -1.96795 -1.64362 -0.135
C -2.31613 -1.67569 -0.88972 0.059
C 2.04400 4.83161 3.81436 0.011
C -4.30968 -0.26156 0.57956 0.002
C 1.28929 -1.21052 2.31115 0.028
C 1.86230 3.47265 4.08819 0.008
C 1.42191 -1.96431 3.47248 -0.005
C -1.58875 -3.45251 -2.36731 -0.006
C -1.46314 1.00508 -2.62522 0.001
C 1.58571 0.22317 2.20949 0.046
C 1.61773 1.11671 3.25330 -0.003
C 4.47779 -3.16297 -2.87124 0.061
C -5.45385 -2.46726 0.71179 0.000
C -0.61322 0.62185 -3.82065 0.016
C 0.76562 -3.13932 1.16016 0.078
C 3.98805 -1.40176 -1.29319 0.015
C -2.88467 -3.95159 -2.44029 0.004
C 4.90693 -2.15877 -2.00944 -0.026
C -0.90649 2.37330 -0.68632 0.006
C -5.76918 -0.98196 -1.30284 0.001
C -1.30453 -2.31328 -1.60637 -0.036
C 1.93397 2.46870 3.01636 0.021
C 3.16322 3.22130 -1.24772 0.005
C -3.87299 -3.29725 -1.74010 -0.002
C 1.46049 4.10021 6.37234 -0.005
C 2.21350 1.88811 0.69083 0.009
C 2.49917 2.11212 -0.73128 0.047
C 0.76567 -2.83612 -2.34954 0.077
C -3.61707 -2.15410 -0.95456 0.020
C 3.12434 -3.43204 -3.01544 -0.001
C 1.56936 3.10758 5.40495 0.011
C 2.20101 -2.66730 -2.31135 -0.029
C 2.62948 -1.64389 -1.44206 -0.165
C 3.10333 2.32169 -3.33417 0.007
C -4.76608 -1.47080 -0.23656 -0.002
C 0.86033 -3.85689 2.34662 -0.007
C 1.91928 5.75280 4.84759 -0.005
C 2.29411 2.81820 1.70106 -0.006
C 2.45851 1.19172 -2.83964 0.013
C -1.24390 2.14705 0.77534 0.000
H 2.21491 0.35891 -3.48349 -0.006
H -2.19667 1.62914 0.87813 0.003
H -1.33000 3.11344 1.27358 0.000
H -0.02611 -0.27765 -3.63671 -0.003
H 0.66562 -4.92184 2.36891 0.000
H -0.00091 2.98018 -0.79253 0.001
H -0.47776 1.56485 1.29307 0.002
H -3.88526 0.51590 -0.06290 0.000
H 5.96484 -1.96301 -1.89525 0.000
H 4.34701 -0.63598 -0.61415 0.006
H -4.88012 -3.68579 -1.80109 0.000
H 2.05434 6.81283 4.67087 0.000
H -6.26841 -1.96977 1.23730 0.000
H 3.35697 2.41521 -4.38295 0.001
H 1.23065 3.85506 7.40199 0.000
H -2.25257 0.26942 -2.47207 -0.004
H -5.87375 -3.32171 0.18236 0.000
H 3.48987 4.03512 -0.61086 0.000
H -4.74421 -2.84117 1.45321 0.000
H -3.58363 -0.54105 1.34848 -0.001
H -6.21408 -1.81016 -1.85284 0.000
H -2.07207 -0.80208 -0.29591 -0.012
H 2.79026 -4.23520 -3.66127 0.001
H 1.73495 -1.50943 4.40527 -0.001
H 0.04907 1.43609 -4.11235 0.002
H 0.52286 -3.63345 0.22963 0.002
H 1.36980 0.77079 4.24484 -0.001
H 2.27771 5.20535 2.82736 0.001
H -1.72379 2.92534 -1.14780 0.005
H -6.57306 -0.42553 -0.82137 0.000
H 2.62024 3.81787 1.46141 0.001
H 5.20233 -3.73943 -3.43059 0.000
H 1.43784 2.08089 5.71757 0.001
H -5.17356 0.16925 1.08372 0.000
H -1.28095 0.42160 -4.65867 0.000
H -5.27182 -0.32234 -2.01787 0.000
H -3.10923 -4.83842 -3.01844 0.000
H -1.93453 1.96241 -2.84190 0.004

---

2.
94
Properties=species:S:1:pos:R:3:mulliken_spin:R:1 method="wB97M-V/def2-TZVPD" s2=2.03 total_charge=-1 gap_ev="6.582 / 6.869" total_energy_ev=-129860.0440 multiplicity=3 de_lowest_ev=0.576
V 0.18574 -0.45824 -0.05408 1.924
Cl -1.23970 2.23699 -4.07902 0.000
S 0.31081 4.88622 -1.44610 0.000
S -2.45750 -0.85866 -0.06916 -0.028
S -4.37756 -0.62931 2.31263 -0.002
O 1.27097 -2.62606 -2.13796 -0.002
O -1.22478 -2.69086 1.61960 0.007
O -0.31523 -6.65316 -0.28418 0.000
N 2.14865 -0.38735 -0.03555 -0.077
N -0.88173 4.29438 0.88886 0.000
N -1.85828 3.45045 -1.05281 0.000
N 1.38154 2.24394 0.85860 0.018
N -0.75412 0.54141 1.60373 0.043
N -0.76440 -4.64076 0.60442 0.001
N -1.95732 0.17587 2.33494 0.011
N 0.01929 -2.56241 -0.26644 -0.153
C 3.18475 3.02604 2.83762 -0.003
C 0.70620 -3.23768 -1.25019 0.109
C -0.85314 4.17986 -0.47365 -0.001
C 4.78549 -0.52521 2.56435 -0.002
C -3.61027 -0.92276 -4.57340 -0.004
C 3.93408 -0.92654 -1.60380 -0.005
C -4.60847 -2.36852 1.92668 0.000
C -1.97015 0.64758 -3.82577 0.001
C 2.40882 3.02681 0.57219 0.005
C -0.13602 -5.45326 -0.28987 0.000
C -0.30491 0.15540 -2.01155 -0.043
C 0.82567 -4.76825 -1.23256 -0.001
C -2.86869 2.87262 -0.38674 0.008
C 0.01106 1.09757 2.45023 -0.033
C -2.94386 3.03662 0.95870 -0.005
C 2.09786 2.22213 3.15198 0.007
C 3.33463 3.44295 1.52788 0.007
C -1.99685 -1.50111 -2.88807 0.011
C -0.73008 -5.00455 -3.25330 0.000
C 2.83391 -0.67153 1.14502 0.006
C 2.92064 -0.06417 -1.18509 0.038
C 2.26379 -5.09820 -0.76523 0.000
C 2.17903 -1.34722 2.18133 0.055
C -2.78283 -0.37350 1.51300 0.003
C 3.38738 1.33920 -3.08855 -0.002
C -1.42578 -0.22607 -2.90147 0.024
C 4.14974 -0.25004 1.36542 -0.003
C 0.62343 -5.33341 -2.64538 -0.001
C -3.05416 -1.85597 -3.70199 0.001
C -0.67583 -3.24916 0.68837 0.049
C 2.59613 -4.68687 0.65870 0.001
C 1.24126 1.86590 2.12636 0.051
C -1.87492 3.74465 1.53612 0.002
C 4.13825 -1.21707 3.58124 0.005
C 2.66298 1.07442 -1.93085 0.002
C 4.65819 -0.66339 -2.74926 -0.001
C 2.82298 -1.61525 3.37794 0.002
C -3.05594 0.34332 -4.63434 0.003
C 4.38607 0.47629 -3.50388 0.003
H -1.84021 3.84996 2.61398 0.001
H 4.94614 0.68022 -4.40659 0.000
H -3.46628 -2.85274 -3.63077 0.000
H 4.14649 4.09273 1.23429 0.000
H -3.56028 2.29378 -0.97996 0.001
H -3.43005 1.08840 -5.32029 0.000
H -4.43377 -2.53787 0.86611 0.000
H 5.80118 -0.17870 2.70776 0.000
H 2.39499 -6.17683 -0.89382 0.000
H 1.42117 -4.93116 -3.27141 0.000
H 3.64058 -4.90253 0.88377 0.000
H 1.14789 -1.67662 2.06969 -0.007
H 1.88301 1.75366 -1.61292 -0.005
H 0.60206 -0.19490 -2.53205 -0.029
H -1.60958 -2.21417 -2.16782 0.016
H 4.64502 -1.43874 4.51011 0.001
H 2.49117 3.34800 -0.45655 0.001
H -1.74824 3.28736 -2.04128 0.000
H 0.75292 -6.41551 -2.57327 0.000
H -3.71880 2.57602 1.54496 0.000
H -0.23692 1.24997 -1.94362 -0.011
H 4.13346 -1.81896 -1.02206 0.000
H 2.93080 -4.59151 -1.46684 0.000
H -1.54841 -5.33409 -2.61005 0.000
H -5.64138 -2.61713 2.16615 0.000
H -1.35874 -5.07643 1.30221 0.000
H -4.44899 -1.17720 -5.20368 0.000
H 3.89049 3.31606 3.60390 0.000
H 1.92779 1.86339 4.15748 0.000
H 5.42500 -1.35686 -3.06488 0.000
H 3.15741 2.22755 -3.65969 0.000
H -0.83983 -3.93464 -3.42529 0.000
H -0.85649 -5.50349 -4.21399 0.000
H 1.98899 -5.22161 1.39122 0.000
H -0.34332 1.09574 3.48563 -0.002
H 2.28298 -2.14530 4.15171 0.000
H 4.66403 0.31387 0.59772 0.001
H 2.44846 -3.61772 0.81931 0.004
H -3.93481 -2.99061 2.51287 0.000